Record 1
DFT (ωB97M-V/def2-TZVPD) results for a cluster of 2 separate species, F5N2 in total.

XYZ file:
```
7
Properties=species:S:1:pos:R:3:lowdin_charge:R:1
F -1.499 -1.096 -0.243 0.20
F -1.552 0.415 1.088 0.23
F 2.050 -0.648 1.047 0.11
F 2.014 0.676 -0.640 0.14
F -1.461 1.018 -1.010 0.16
N -1.082 0.102 -0.035 -0.12
N 1.531 -0.468 -0.207 0.28
```

Properties
Charge: +1
Orbital gap (spin up / spin down) (eV): 6.0345 / 9.7397
LUMO level (spin up / spin down) (eV): -11.04 / -9.05
Energy relative to the best compared isomer or geometry (same formula, charge and spin) (kcal per mole): 26.70
Molecular weight (g/mol): 123.00
HOMO level (spin up / spin down) (eV): -17.08 / -18.79

=====

Record 2
DFT (ωB97M-V/def2-TZVPD) results for a cluster of 13 separate species, F6H24O12P in total.

XYZ file:
```
43
Properties=species:S:1:pos:R:3:lowdin_charge:R:1
P 0.367 0.540 -0.364 0.22
F -1.132 0.790 -0.883 -0.13
F -0.057 1.028 1.143 -0.16
F 0.081 -1.004 0.014 -0.13
F 0.695 2.098 -0.693 -0.15
F 1.902 0.427 0.190 -0.14
F 0.908 0.060 -1.801 -0.14
O 0.020 -2.682 -3.283 -0.06
O 3.206 -1.999 -1.333 -0.06
O 5.013 0.489 0.219 -0.05
O -0.087 -1.369 3.463 -0.06
O -2.328 -2.640 0.906 -0.06
O -2.386 -0.026 2.337 -0.06
O 1.711 -2.843 1.433 -0.07
O -2.247 3.117 1.321 -0.05
O -2.890 -0.367 -2.574 -0.06
O 1.744 3.064 2.124 -0.06
O 2.801 1.929 -2.902 -0.07
O -5.140 0.734 -1.237 -0.08
H 1.995 1.547 -2.522 -0.01
H 2.487 -1.357 -1.320 -0.02
H 1.303 -2.010 1.146 -0.01
H -4.193 0.594 -1.398 -0.01
H -1.851 3.117 2.199 0.03
H 1.052 -3.514 1.237 0.03
H 5.681 1.155 0.411 0.03
H 0.580 -2.004 -2.884 0.01
H 3.996 -1.463 -1.471 0.03
H -3.329 0.173 2.300 0.07
H 1.724 2.376 1.441 -0.01
H -1.780 -2.080 0.345 0.00
H -2.115 -0.040 -2.075 0.01
H 4.169 0.939 0.354 0.02
H -2.871 -1.324 -2.451 0.05
H -5.565 0.332 -1.999 0.02
H -1.951 0.814 2.130 0.01
H -0.787 -0.804 3.098 -0.02
H -1.507 2.953 0.719 0.02
H 0.892 2.985 2.558 0.01
H 0.185 -3.470 -2.755 0.04
H -0.025 -1.115 4.389 0.03
H 2.660 2.879 -2.858 0.03
H -2.933 -2.026 1.326 0.01
```

Properties
Charge: -1
Orbital gap (eV): 9.9498
LUMO level (eV): 2.43
Energy relative to the best compared isomer or geometry (same formula, charge and spin) (kcal per mole): 26.71
Molecular weight (g/mol): 361.14
HOMO level (eV): -7.52

=====

Record 3
DFT (ωB97M-V/def2-TZVPD) results for a structure of composition F6H8KN3O16S6.

XYZ file:
```
40
Properties=species:S:1:pos:R:3:lowdin_charge:R:1
K 5.565 -1.413 -0.927 0.93
S -0.598 -2.838 -0.706 0.60
S -2.141 -4.528 -0.576 0.39
S -4.261 0.248 3.427 0.59
S -2.435 -0.022 1.902 0.43
S 2.282 0.119 -0.067 0.59
S 3.374 2.089 -0.851 0.53
F -5.482 1.298 3.273 -0.25
F 0.789 -2.962 -1.502 -0.23
F 2.423 -1.478 -0.290 -0.23
F 4.737 2.627 -1.582 -0.25
F -1.245 0.922 1.225 -0.25
F -2.277 -6.094 -0.171 -0.26
O -4.886 -0.967 2.947 -0.29
O 1.745 1.927 3.577 -0.05
O -1.718 1.809 -1.568 -0.04
O -0.226 -2.109 0.469 -0.28
O -4.000 0.435 4.853 -0.33
O 2.346 2.628 -1.829 -0.30
O 2.454 0.145 1.394 -0.27
O -2.525 -4.710 -1.989 -0.35
O 3.580 2.677 0.476 -0.30
O 0.988 0.421 -0.586 -0.21
O 3.027 -0.433 -3.528 -0.04
O 0.005 3.892 -3.053 -0.05
O -1.648 -0.670 2.933 -0.30
O -1.454 -2.169 -1.749 -0.28
O -2.978 -0.795 0.780 -0.29
O -3.073 -3.868 0.361 -0.29
N -3.291 1.137 2.315 -0.28
N -0.702 -4.504 -0.298 -0.26
N 3.686 0.565 -1.037 -0.41
H 1.435 2.812 3.388 0.03
H 3.310 -0.155 -2.656 -0.07
H -0.441 4.038 -2.219 0.01
H -1.804 2.747 -1.399 0.01
H -0.962 1.539 -1.047 -0.01
H 2.699 1.995 3.546 0.01
H 3.652 -1.113 -3.778 0.01
H 0.050 4.759 -3.456 0.02
```

Properties
Charge: -2
Orbital gap (eV): 4.6377
LUMO level (eV): 1.32
Molecular weight (g/mol): 651.56
HOMO level (eV): -3.32

=====

Number 3 is which compound? F6H8KN3O16S6

=====

Number 1 is which compound? F5N2

=====

Which formula does entry 3 have? F6H8KN3O16S6

=====

Repeat the second record exactly.
DFT (ωB97M-V/def2-TZVPD) results for a cluster of 13 separate species, F6H24O12P in total.

XYZ file:
```
43
Properties=species:S:1:pos:R:3:lowdin_charge:R:1
P 0.367 0.540 -0.364 0.22
F -1.132 0.790 -0.883 -0.13
F -0.057 1.028 1.143 -0.16
F 0.081 -1.004 0.014 -0.13
F 0.695 2.098 -0.693 -0.15
F 1.902 0.427 0.190 -0.14
F 0.908 0.060 -1.801 -0.14
O 0.020 -2.682 -3.283 -0.06
O 3.206 -1.999 -1.333 -0.06
O 5.013 0.489 0.219 -0.05
O -0.087 -1.369 3.463 -0.06
O -2.328 -2.640 0.906 -0.06
O -2.386 -0.026 2.337 -0.06
O 1.711 -2.843 1.433 -0.07
O -2.247 3.117 1.321 -0.05
O -2.890 -0.367 -2.574 -0.06
O 1.744 3.064 2.124 -0.06
O 2.801 1.929 -2.902 -0.07
O -5.140 0.734 -1.237 -0.08
H 1.995 1.547 -2.522 -0.01
H 2.487 -1.357 -1.320 -0.02
H 1.303 -2.010 1.146 -0.01
H -4.193 0.594 -1.398 -0.01
H -1.851 3.117 2.199 0.03
H 1.052 -3.514 1.237 0.03
H 5.681 1.155 0.411 0.03
H 0.580 -2.004 -2.884 0.01
H 3.996 -1.463 -1.471 0.03
H -3.329 0.173 2.300 0.07
H 1.724 2.376 1.441 -0.01
H -1.780 -2.080 0.345 0.00
H -2.115 -0.040 -2.075 0.01
H 4.169 0.939 0.354 0.02
H -2.871 -1.324 -2.451 0.05
H -5.565 0.332 -1.999 0.02
H -1.951 0.814 2.130 0.01
H -0.787 -0.804 3.098 -0.02
H -1.507 2.953 0.719 0.02
H 0.892 2.985 2.558 0.01
H 0.185 -3.470 -2.755 0.04
H -0.025 -1.115 4.389 0.03
H 2.660 2.879 -2.858 0.03
H -2.933 -2.026 1.326 0.01
```

Properties
Charge: -1
Orbital gap (eV): 9.9498
LUMO level (eV): 2.43
Energy relative to the best compared isomer or geometry (same formula, charge and spin) (kcal per mole): 26.71
Molecular weight (g/mol): 361.14
HOMO level (eV): -7.52